No. 1
{
  "formula": "C30H67FN3O11P2",
  "method": "ωB97M-V with the def2-TZVPD basis set",
  "elements": ["C", "C", "C", "C", "C", "C", "P", "N", "O", "O", "C", "C", "N", "C", "O", "C", "C", "C", "C", "N", "C", "C", "P", "O", "O", "C", "C", "O", "C", "C", "C", "F", "O", "C", "C", "H", "H", "H", "H", "H", "H", "H", "H", "H", "H", "H", "H", "H", "H", "H", "H", "H", "H", "H", "H", "H", "H", "H", "H", "H", "H", "H", "H", "H", "H", "H", "H", "H", "H", "H", "H", "H", "H", "H", "H", "H", "H", "H", "H", "H", "H", "H", "C", "O", "C", "C", "O", "C", "H", "H", "H", "H", "H", "H", "H", "H", "H", "H", "C", "O", "C", "C", "O", "C", "H", "H", "H", "H", "H", "H", "H", "H", "H", "H"],
  "positions_angstrom": [[1.468, -5.574, 6.743], [1.735, -4.272, 7.503], [0.832, -3.133, 7.056], [1.002, -2.720, 5.554], [2.487, -2.833, 5.160], [0.385, -1.314, 5.217], [1.562, -0.017, 5.763], [0.713, 1.285, 6.061], [2.690, 0.211, 4.661], [2.340, -0.445, 7.103], [-0.879, -1.166, 6.084], [-1.909, -0.149, 5.626], [-1.647, 0.676, 4.404], [-3.026, 1.147, 3.992], [-3.003, 2.292, 3.237], [-3.788, 3.367, 3.773], [-0.788, 0.098, 3.310], [0.309, 1.116, 2.913], [-0.166, 2.480, 2.542], [0.087, 3.021, 1.442], [-1.629, -0.130, 2.032], [-0.944, -0.783, 0.824], [-1.476, -0.011, -0.752], [-2.923, 0.110, -0.667], [-0.835, 1.416, -1.009], [0.499, 1.456, -1.587], [0.927, 2.928, -1.658], [-1.076, -0.923, -2.021], [-0.521, -2.223, -1.775], [0.959, -2.223, -1.345], [-0.044, -1.238, 3.711], [1.087, -1.359, 2.979], [-0.942, -2.291, 3.524], [-0.552, -3.398, 2.711], [-1.839, -4.090, 2.224], [2.070, -5.690, 5.850], [1.656, -6.430, 7.378], [0.403, -5.609, 6.525], [1.447, -4.473, 8.532], [2.784, -4.004, 7.541], [0.845, -2.293, 7.739], [-0.170, -3.553, 7.124], [0.487, -3.512, 5.028], [2.771, -2.228, 4.306], [3.161, -2.578, 5.967], [2.715, -3.856, 4.897], [0.811, 1.568, 7.029], [3.223, 0.961, 4.988], [2.542, 0.345, 7.629], [-1.345, -2.136, 6.097], [-0.568, -0.876, 7.072], [-2.077, 0.555, 6.427], [-2.863, -0.644, 5.501], [-1.168, 1.523, 4.735], [-3.619, 0.336, 3.589], [-3.521, 1.388, 4.933], [-3.694, 4.191, 3.085], [-4.835, 3.076, 3.772], [-3.427, 3.654, 4.758], [0.892, 0.756, 2.079], [1.015, 1.293, 3.716], [-0.692, 3.045, 3.314], [-0.296, 3.964, 1.425], [-2.040, 0.810, 1.675], [-2.491, -0.739, 2.260], [-1.339, -1.781, 0.715], [0.139, -0.842, 0.832], [1.188, 0.934, -0.930], [0.466, 1.051, -2.591], [1.263, 3.177, -2.654], [0.110, 3.558, -1.345], [1.707, 3.089, -0.926], [-1.139, -2.838, -1.127], [-0.540, -2.718, -2.737], [1.349, -1.214, -1.388], [1.076, -2.683, -0.371], [1.531, -2.796, -2.061], [0.020, -4.162, 3.233], [0.015, -3.141, 1.827], [-1.617, -4.557, 1.271], [-2.668, -3.399, 2.157], [-2.058, -4.914, 2.890], [-2.675, -0.602, -4.944], [-2.985, 0.132, -6.115], [-2.333, 1.392, -6.162], [-1.126, 1.366, -7.073], [-0.097, 0.530, -6.553], [-0.037, -0.734, -7.189], [-3.039, -1.620, -5.079], [-1.598, -0.635, -4.761], [-3.178, -0.161, -4.077], [-2.047, 1.718, -5.157], [-3.056, 2.113, -6.557], [-0.711, 2.377, -7.140], [-1.410, 1.050, -8.080], [0.377, -0.634, -8.199], [-1.021, -1.206, -7.245], [0.624, -1.371, -6.603], [3.869, 4.879, -10.554], [3.837, 3.485, -10.300], [3.522, 3.169, -8.953], [2.080, 2.734, -8.804], [1.181, 3.803, -9.064], [0.592, 3.733, -10.351], [3.909, 5.019, -11.632], [2.980, 5.381, -10.166], [4.764, 5.326, -10.109], [3.737, 4.016, -8.295], [4.171, 2.338, -8.658], [1.911, 2.421, -7.768], [1.866, 1.881, -9.454], [-0.153, 2.930, -10.387], [1.340, 3.571, -11.130], [0.091, 4.682, -10.540]],
  "forces_ev_per_a": [[0.03, 0.27, 0.38], [-0.31, -0.24, 0.41], [-0.45, -0.18, -0.80], [1.13, -0.03, 0.64], [0.07, 0.03, -0.31], [0.51, -1.02, 0.22], [-1.15, 1.95, 0.96], [0.36, -0.28, -0.21], [0.14, -0.22, 0.26], [0.04, -0.51, -0.27], [0.41, 0.54, -0.75], [-0.17, -0.33, 0.55], [-0.54, 0.23, 0.07], [-0.93, 0.87, 0.94], [0.40, -0.16, -0.43], [-0.05, -0.30, -0.41], [1.30, -0.17, -2.12], [0.06, 0.59, 0.18], [-0.47, 0.27, 0.84], [0.27, 0.02, -0.68], [-0.29, 0.05, -0.14], [0.68, 0.22, -0.81], [-1.45, 0.23, -0.42], [-1.11, 0.20, 0.37], [0.72, -1.00, -0.19], [-0.13, 1.43, 0.17], [0.10, -0.63, 0.42], [0.85, 0.00, 1.35], [0.73, -0.48, -0.95], [-0.65, -0.07, -0.18], [-0.70, 0.08, 1.93], [-0.03, -0.17, -0.69], [0.54, 0.17, -0.42], [-1.05, -1.09, -0.78], [0.97, -0.17, 0.39], [-0.10, 0.00, -0.29], [0.23, -0.20, 0.10], [-0.13, -0.15, -0.39], [0.08, 0.08, 0.28], [0.20, 0.02, -0.15], [0.41, 0.12, 0.11], [-0.27, 0.09, 0.22], [-0.38, 0.24, -0.37], [-0.11, 0.03, -0.13], [0.04, 0.22, 0.23], [0.05, -0.28, -0.06], [-0.21, 0.31, -0.09], [0.03, -0.16, -0.43], [-0.07, -0.26, -0.02], [-0.17, -0.27, 0.14], [-0.07, -0.17, 0.44], [0.09, 0.39, 0.06], [-0.13, -0.21, -0.43], [0.40, -0.29, 0.18], [0.36, -0.29, -0.55], [0.14, -0.10, 0.34], [0.20, 0.21, -0.14], [-0.14, 0.00, 0.30], [-0.08, 0.02, 0.19], [-0.04, -0.32, -0.21], [-0.07, -0.10, 0.08], [-0.07, -0.06, 0.18], [0.10, 0.07, -0.14], [0.01, 0.36, 0.31], [-0.16, -0.24, 0.08], [0.11, -0.42, 0.00], [0.15, -0.04, 0.39], [0.04, -0.37, -0.09], [-0.02, -0.46, 0.01], [0.08, 0.21, -0.14], [-0.34, 0.19, -0.21], [0.32, 0.23, -0.06], [-0.25, 0.22, 0.25], [-0.34, 0.03, -0.29], [0.15, 0.17, 0.27], [0.25, 0.18, 0.24], [0.20, -0.20, -0.08], [0.29, 0.30, 0.42], [0.29, 0.68, 0.11], [-0.22, 0.06, -0.34], [-0.20, 0.07, -0.14], [-0.49, 0.00, 0.26], [-0.12, 0.02, 0.03], [0.20, -0.05, 0.06], [-0.28, -0.07, -0.25], [0.27, 0.23, 0.23], [-0.09, -0.12, -0.05], [0.06, 0.03, 0.02], [-0.06, 0.03, -0.05], [0.00, 0.03, 0.02], [0.09, -0.04, 0.08], [0.04, -0.02, 0.01], [0.04, 0.04, 0.01], [-0.04, 0.01, -0.06], [-0.04, -0.05, 0.01], [-0.05, -0.05, -0.03], [-0.01, 0.02, -0.03], [0.04, 0.05, 0.01], [0.06, -0.04, -0.03], [-0.11, 0.14, 0.05], [0.13, -0.27, -0.23], [-0.12, 0.21, 0.35], [0.02, -0.05, -0.15], [-0.05, 0.04, 0.05], [0.03, -0.05, 0.00], [0.01, 0.00, 0.02], [-0.04, 0.06, 0.02], [-0.06, 0.03, 0.00], [-0.01, 0.01, 0.05], [0.03, -0.08, -0.02], [0.04, 0.01, -0.05], [0.02, -0.02, -0.07], [0.00, -0.03, 0.00], [-0.01, 0.00, 0.06]],
  "mulliken_charge": [-1.129, -0.862, -1.269, 0.360, -2.238, 2.595, -0.012, -0.728, -0.499, -0.483, -1.948, -1.110, 0.690, -1.163, -0.192, -0.889, -0.313, -0.866, -0.881, -0.307, -2.033, -0.304, 0.450, -0.901, -0.280, 0.314, -1.426, -0.203, -0.355, -0.879, 0.902, -0.540, -0.351, 0.413, -1.739, 0.241, 0.433, 0.258, 0.485, 0.393, 0.391, 0.429, 0.234, 0.500, 0.457, 0.429, 0.252, 0.399, 0.407, 0.445, 0.763, 0.334, 0.522, 0.746, 0.354, 0.834, 0.279, 0.354, 0.365, 0.352, 0.773, 0.490, 0.250, 1.337, 0.519, -0.007, 0.445, 0.001, 0.450, 0.378, 0.292, 0.330, 0.359, 0.489, 0.267, 0.083, 0.429, 0.475, -0.069, 0.422, 0.336, 0.484, -0.809, -0.409, -0.585, -0.233, -0.268, -0.861, 0.319, 0.309, 0.376, 0.223, 0.410, 0.267, 0.334, 0.308, 0.374, 0.240, -0.695, -0.367, -0.748, -0.093, -0.380, -0.747, 0.243, 0.295, 0.320, 0.373, 0.374, 0.218, 0.312, 0.288, 0.339, 0.262],
  "total_charge": 1,
  "energy_ha": -2957.48983,
  "lumo_energy_ev": -2.26,
  "spin_multiplicity": 1
}

---

No. 2
{
  "formula": "C30H67N4O4",
  "method": "ωB97M-V with the def2-TZVPD basis set",
  "elements": ["C", "C", "O", "O", "H", "H", "H", "C", "C", "C", "C", "N", "C", "C", "C", "C", "C", "C", "C", "H", "H", "H", "H", "H", "H", "H", "H", "H", "H", "H", "H", "H", "H", "H", "H", "H", "H", "H", "H", "H", "H", "H", "H", "C", "C", "C", "C", "N", "C", "C", "C", "C", "C", "C", "C", "H", "H", "H", "H", "H", "H", "H", "H", "H", "H", "H", "H", "H", "H", "H", "H", "H", "H", "H", "H", "H", "H", "H", "H", "C", "C", "O", "N", "H", "H", "C", "H", "H", "H", "H", "H", "H", "C", "C", "O", "N", "H", "H", "C", "H", "H", "H", "H", "H", "H"],
  "positions_angstrom": [[0.192, -1.705, 0.433], [-0.654, -1.006, -0.636], [-0.214, 0.081, -1.089], [-1.709, -1.581, -1.026], [0.855, -0.982, 0.913], [0.925, -2.393, 0.013], [-0.474, -2.196, 1.141], [0.410, 2.756, 0.819], [1.018, 3.855, -0.048], [1.649, 3.353, -1.358], [2.983, 2.676, -1.072], [3.696, 2.196, -2.342], [3.836, 3.366, -3.354], [2.767, 3.045, -4.404], [2.894, 1.536, -4.545], [2.934, 1.105, -3.080], [5.075, 1.667, -1.964], [5.012, 0.609, -0.858], [6.234, -0.276, -0.892], [1.160, 2.007, 1.076], [-0.482, 2.331, 0.354], [-0.011, 3.108, 1.766], [1.709, 4.440, 0.562], [0.216, 4.526, -0.363], [1.742, 4.205, -2.026], [0.936, 2.653, -1.800], [2.975, 1.793, -0.445], [3.668, 3.432, -0.685], [4.869, 3.270, -3.690], [3.788, 4.334, -2.865], [2.878, 3.673, -5.286], [1.830, 3.308, -3.915], [3.814, 1.354, -5.097], [2.024, 1.178, -5.092], [3.367, 0.098, -3.098], [2.003, 0.864, -2.561], [5.669, 2.513, -1.615], [5.550, 1.284, -2.866], [4.161, -0.052, -1.051], [4.915, 1.059, 0.131], [6.091, -0.982, -1.712], [6.311, -0.835, 0.037], [7.122, 0.339, -1.043], [1.245, 1.431, 5.564], [0.454, 0.316, 4.883], [-0.730, 0.884, 4.133], [-1.640, -0.252, 3.633], [-3.100, 0.038, 3.310], [-3.310, 1.302, 2.567], [-3.541, 2.450, 3.569], [-4.013, 1.740, 4.814], [-3.938, 0.250, 4.609], [-3.589, -1.147, 2.484], [-3.399, -2.540, 3.066], [-3.889, -3.607, 2.083], [1.682, 2.102, 4.822], [2.045, 1.062, 6.202], [0.555, 2.009, 6.181], [0.104, -0.367, 5.663], [1.113, -0.259, 4.230], [-0.363, 1.516, 3.318], [-1.353, 1.596, 4.681], [-1.727, -1.063, 4.355], [-1.272, -0.731, 2.726], [-4.256, 1.139, 2.042], [-2.543, 1.417, 1.801], [-4.131, 3.227, 3.083], [-2.635, 3.032, 3.761], [-5.075, 1.918, 5.019], [-3.560, 2.137, 5.722], [-4.874, -0.160, 4.227], [-3.574, -0.347, 5.439], [-3.016, -1.050, 1.555], [-4.624, -0.932, 2.214], [-4.020, -2.528, 3.964], [-2.358, -2.764, 3.286], [-4.588, -3.225, 1.341], [-4.315, -4.448, 2.633], [-3.090, -4.141, 1.563], [-1.190, -0.863, -4.356], [-1.943, 0.382, -3.997], [-1.802, 1.432, -4.495], [-2.906, 0.191, -2.866], [-3.806, -0.139, -3.224], [-2.518, -0.584, -2.283], [-3.021, 1.351, -1.921], [-0.709, -0.705, -5.319], [-1.828, -1.746, -4.322], [-0.350, -1.045, -3.680], [-3.159, 2.313, -2.404], [-2.091, 1.321, -1.353], [-3.860, 1.198, -1.246], [-1.812, -4.947, -1.629], [-0.312, -5.003, -1.541], [0.381, -4.674, -0.659], [0.363, -5.506, -2.801], [0.007, -6.396, -3.161], [0.246, -4.847, -3.576], [1.886, -5.685, -2.646], [-2.280, -5.887, -1.913], [-2.153, -4.026, -2.098], [-2.072, -4.834, -0.572], [2.178, -6.294, -3.499], [2.006, -6.311, -1.767], [2.337, -4.705, -2.582]],
  "forces_ev_per_a": [[0.11, 0.60, 0.01], [1.18, 0.41, -0.26], [-0.32, -0.29, -0.17], [-0.64, -0.10, -0.37], [-0.43, 0.21, 0.26], [-0.47, -0.36, -0.22], [0.30, -0.27, 0.06], [-0.40, 0.10, 0.29], [-0.57, 0.12, 0.07], [-0.29, -0.58, 0.98], [0.44, 0.36, -1.34], [0.35, -0.09, -0.05], [0.48, -0.93, 0.00], [0.53, 0.95, 0.89], [-0.99, 1.45, 0.04], [-0.02, -1.24, -0.62], [-0.27, 0.17, 0.67], [-0.37, -0.03, -0.35], [0.04, 0.00, -0.14], [-0.27, -0.31, -0.14], [0.44, -0.49, -0.40], [0.47, 0.51, 0.02], [0.16, 0.08, -0.23], [0.05, 0.17, 0.22], [0.28, 0.02, -0.03], [0.06, -0.06, -0.10], [-0.52, 0.19, 0.31], [0.04, -0.18, 0.35], [-0.17, 0.03, -0.52], [-0.36, -0.12, 0.24], [0.08, -0.27, -0.16], [-0.31, -0.09, -0.40], [0.01, -0.56, 0.14], [0.17, -0.45, 0.03], [0.98, 0.47, 0.69], [-0.38, 0.86, -0.33], [-0.07, 0.12, -0.11], [-0.19, -0.07, -0.09], [-0.20, 0.24, 0.30], [-0.15, 0.11, -0.12], [0.51, -0.02, -0.03], [0.20, -0.01, -0.05], [0.19, -0.35, 0.04], [-0.19, 0.13, -0.17], [0.25, 0.15, 0.87], [-1.01, -0.01, -0.80], [-0.08, -0.22, -0.31], [0.83, -0.42, 1.41], [-0.75, 0.35, -0.64], [1.45, 0.14, -1.10], [-1.79, 0.78, 1.19], [0.26, -0.65, -1.73], [0.75, 0.59, -0.87], [-0.54, 0.49, -0.05], [0.05, -0.80, 0.14], [0.02, 0.04, 0.05], [-0.02, -0.10, -0.04], [0.16, 0.10, 0.08], [-0.04, -0.08, -0.08], [-0.16, -0.03, -0.16], [-0.05, -0.32, -0.30], [0.35, -0.29, 0.73], [0.34, 0.23, 0.28], [0.36, 0.26, -0.03], [0.06, 0.12, -0.09], [0.18, 0.11, 0.23], [-0.79, -0.40, 0.36], [0.25, -0.47, 0.10], [0.05, 0.29, -0.22], [0.50, -0.40, -0.10], [-0.35, 0.17, 0.76], [0.18, -0.03, -0.13], [-0.05, -0.08, -0.09], [-0.12, -0.18, 0.29], [0.31, -0.54, 0.23], [-0.06, 0.21, 0.34], [-0.15, -0.11, 0.11], [-0.53, 0.31, 0.03], [0.30, 0.65, -0.18], [0.40, -0.14, -0.14], [0.78, -0.99, 0.07], [-0.16, 1.13, -0.15], [-0.33, 0.22, 0.43], [-0.03, 0.29, -0.09], [0.38, -0.55, 0.68], [0.01, 0.14, 0.30], [-0.45, -0.12, -0.22], [-0.01, 0.00, -0.23], [-0.33, 0.29, 0.49], [0.10, -0.22, -0.44], [0.01, 0.15, -0.05], [-0.05, -0.28, -0.13], [0.42, -0.18, 1.76], [-1.60, 0.08, -0.64], [0.67, 0.04, 0.51], [1.85, -0.27, -0.99], [-0.42, 0.06, 0.34], [-0.41, 0.07, 0.16], [-1.20, -0.88, -0.02], [0.07, 0.17, -0.69], [-0.01, -0.17, -0.42], [-0.22, 0.18, -0.13], [0.32, 0.42, -0.15], [0.31, 0.36, 0.20], [0.22, -0.10, 0.06]],
  "mulliken_charge": [-1.418, 0.784, -0.231, -1.098, 0.223, 0.399, 0.254, -0.453, -1.250, -0.065, -1.023, 0.654, -0.858, -0.487, -0.703, -0.073, -0.914, -0.227, -1.465, 0.340, -0.228, 0.506, 0.417, 0.410, 0.532, 0.068, 0.395, 0.385, 0.514, 0.306, 0.482, 0.224, 0.350, 0.389, 0.263, -0.151, 0.588, 0.506, 0.172, 0.391, 0.349, 0.407, 0.360, -1.356, -0.477, 0.398, -1.126, 0.533, -0.457, -0.664, -1.022, -0.447, -1.092, -0.174, -1.165, 0.285, 0.415, 0.323, 0.431, 0.328, -0.308, 0.320, 0.423, 0.068, 0.612, 0.026, 0.496, 0.290, 0.335, 0.406, 0.532, 0.392, 0.343, 0.674, 0.429, 0.336, 0.383, 0.405, 0.063, -0.994, 0.741, -0.424, 0.324, 0.462, -0.043, -0.671, 0.415, 0.394, 0.094, 0.394, -0.019, 0.368, -0.565, 0.456, -0.405, -0.186, 0.430, 0.359, -0.816, 0.460, 0.170, 0.001, 0.387, 0.368, 0.316],
  "total_charge": 3,
  "energy_ha": -1702.34436,
  "lumo_energy_ev": -7.10,
  "spin_multiplicity": 1
}